Entry 1:
{
  "formula": "C3H9NO4",
  "method": "wB97M-V/def2-TZVPD",
  "max_force_ev_per_a": 8.99,
  "lumo_ev": -3.59,
  "e_above_lowest_kcal_mol": 168.3,
  "homo_lumo_gap_ha": 0.2411,
  "species": ["O", "C", "O", "C", "C", "O", "N", "H", "H", "H", "H", "H", "H", "H", "H", "H", "O"],
  "xyz": [[0.579, -1.963, 1.379], [0.397, -1.576, 0.209], [1.569, -1.732, -0.593], [-0.004, -0.007, -0.045], [-1.076, 0.416, 0.952], [-1.146, 1.796, 1.059], [-0.262, 0.247, -1.398], [-0.468, -2.100, -0.284], [0.948, 0.499, 0.163], [-0.789, -0.053, 1.888], [-2.013, 0.020, 0.589], [-0.624, 2.092, 0.220], [2.165, -2.291, -0.075], [-0.126, 1.287, -1.571], [-1.174, -0.054, -1.730], [0.234, 3.096, -1.497], [-0.041, 2.242, -1.158]]
}

Entry 2:
{
  "formula": "C3H9NO4",
  "method": "wB97M-V/def2-TZVPD",
  "max_force_ev_per_a": 1.87,
  "lumo_ev": 0.41,
  "smiles": "N[C@@H](CO)C(=O)O.O",
  "e_above_lowest_kcal_mol": 13.3,
  "homo_lumo_gap_ha": 0.3749,
  "species": ["O", "C", "O", "C", "C", "O", "N", "H", "H", "H", "H", "H", "H", "H", "H", "H", "O"],
  "xyz": [[-2.117, 1.691, 1.077], [-1.452, 0.785, 0.670], [-1.868, -0.177, -0.182], [-0.012, 0.553, 1.138], [1.039, 0.947, 0.027], [0.712, 0.501, -1.293], [0.375, -0.689, 1.712], [-2.783, -0.109, -0.476], [0.113, 1.391, 1.832], [2.002, 0.464, 0.154], [1.147, 2.031, 0.093], [-0.105, 0.853, -1.603], [0.565, -1.416, 1.032], [-0.201, -1.109, 2.430], [0.875, -2.520, -1.681], [0.865, -1.120, -2.380], [0.846, -2.073, -2.549]]
}

Entry 3:
{
  "formula": "C3H9NOP",
  "method": "wB97M-V/def2-TZVPD",
  "total_charge": 1,
  "max_force_ev_per_a": 5.04,
  "lumo_ev": -3.80,
  "smiles": "C=C[C@H]([NH3+])PO",
  "e_above_lowest_kcal_mol": 47.4,
  "homo_lumo_gap_ha": 0.3647,
  "species": ["C", "C", "C", "N", "O", "P", "H", "H", "H", "H", "H", "H", "H", "H", "H"],
  "xyz": [[0.587, 1.071, -2.042], [0.038, 0.097, -1.407], [-0.326, 0.011, 0.338], [0.319, 1.166, 0.982], [-1.123, -2.680, 1.200], [0.190, -1.632, 1.302], [0.818, 1.055, -3.086], [1.010, 2.003, -1.608], [-0.307, -0.827, -2.058], [-1.357, 0.079, 0.204], [0.207, 1.235, 2.057], [-0.027, 1.957, 0.515], [1.207, 1.127, 0.524], [-0.910, -3.510, 0.599], [-0.327, -1.153, 2.479]]
}

Entry 4:
{
  "formula": "C3H9NOS",
  "method": "wB97M-V/def2-TZVPD",
  "max_force_ev_per_a": 1.90,
  "lumo_ev": 0.88,
  "smiles": "NC[C@H](S)CO",
  "e_above_lowest_kcal_mol": 16.8,
  "homo_lumo_gap_ha": 0.3636,
  "species": ["C", "C", "C", "H", "H", "H", "H", "H", "H", "H", "H", "H", "N", "O", "S"],
  "xyz": [[-1.122, 0.355, 0.298], [0.312, 0.866, 0.104], [1.353, -0.034, 0.721], [-0.830, -1.541, -0.207], [-2.416, -1.174, -0.336], [-1.826, 1.176, 0.036], [-1.268, 0.182, 1.377], [0.437, 1.862, 0.556], [-0.289, 0.280, -2.191], [1.157, -0.150, 1.778], [2.353, 0.409, 0.594], [1.633, -1.218, -0.770], [-1.469, -0.816, -0.457], [1.336, -1.307, 0.132], [0.640, 1.110, -1.635]]
}

Entry 5:
{
  "formula": "C3H9NOS",
  "method": "wB97M-V/def2-TZVPD",
  "max_force_ev_per_a": 4.72,
  "lumo_ev": 0.83,
  "smiles": "OCNCCS",
  "e_above_lowest_kcal_mol": 46.2,
  "homo_lumo_gap_ha": 0.3722,
  "species": ["C", "C", "S", "N", "C", "O", "H", "H", "H", "H", "H", "H", "H", "H", "H"],
  "xyz": [[0.160, 0.011, -0.374], [-0.680, -0.415, -1.515], [-0.298, 0.391, -3.214], [-0.256, -0.625, 0.845], [0.235, 0.089, 1.939], [1.658, -0.028, 2.376], [1.185, -0.331, -0.645], [0.104, 1.055, -0.365], [-1.760, -0.014, -1.534], [-0.825, -1.559, -1.626], [-1.536, 0.955, -3.371], [0.220, -1.531, 0.756], [0.170, 1.222, 1.747], [-0.420, -0.069, 2.770], [2.043, 0.851, 2.211]]
}

Entry 6:
{
  "formula": "C3H9NOS2",
  "method": "wB97M-V/def2-TZVPD",
  "total_charge": 1,
  "multiplicity": 2,
  "max_force_ev_per_a": 1.54,
  "lumo_ev": [-4.43, -8.19],
  "e_above_lowest_kcal_mol": 0.0,
  "homo_lumo_gap_ha": [0.3544, 0.2125],
  "species": ["N", "C", "C", "O", "C", "S", "S", "H", "H", "H", "H", "H", "H", "H", "H", "H"],
  "xyz": [[0.509, 1.441, 0.655], [1.017, 0.600, -0.419], [2.533, 0.433, -0.324], [3.047, 1.737, -0.496], [0.312, -0.753, -0.410], [-1.463, -0.802, -0.694], [-2.153, -0.816, 1.195], [-0.105, 2.158, 0.246], [1.238, 2.114, 0.919], [0.878, 1.074, -1.393], [2.867, -0.046, 0.601], [2.817, -0.211, -1.157], [3.982, 1.654, -0.719], [0.400, -1.208, 0.576], [0.738, -1.421, -1.164], [-3.011, 0.220, 1.061]]
}

Entry 7:
{
  "formula": "C3H9NP2",
  "method": "wB97M-V/def2-TZVPD",
  "max_force_ev_per_a": 5.16,
  "lumo_ev": [0.24, 0.24],
  "e_above_lowest_kcal_mol": 80.5,
  "homo_lumo_gap_ha": [0.2853, 0.2853],
  "species": ["C", "C", "C", "N", "P", "P", "H", "H", "H", "H", "H", "H", "H", "H", "H"],
  "xyz": [[-1.275, 1.627, 0.180], [-1.656, 0.878, -0.782], [0.531, -1.584, -1.313], [0.535, -0.828, 1.445], [2.268, 1.129, -0.048], [1.143, -0.587, -0.128], [-0.902, 2.689, -0.114], [-1.570, 1.306, 1.267], [-2.214, 0.017, -0.479], [-1.408, 1.209, -1.732], [1.050, -1.416, -2.156], [0.243, -2.488, -0.842], [1.088, -1.477, 2.007], [-0.392, -1.228, 1.384], [2.560, 0.753, 1.312]]
}

Entry 8:
{
  "formula": "C3H9NS",
  "method": "wB97M-V/def2-TZVPD",
  "max_force_ev_per_a": 1.14,
  "lumo_ev": 0.99,
  "smiles": "CNCCS",
  "e_above_lowest_kcal_mol": 16.8,
  "homo_lumo_gap_ha": 0.3502,
  "species": ["C", "N", "C", "C", "S", "H", "H", "H", "H", "H", "H", "H", "H", "H"],
  "xyz": [[-1.020, 0.354, -1.331], [0.176, 0.873, -0.676], [1.028, -0.145, -0.123], [0.509, -0.658, 1.234], [-0.133, 0.711, 2.249], [-1.456, 1.129, -1.945], [-1.781, 0.132, -0.574], [-0.863, -0.538, -1.953], [0.692, 1.356, -1.400], [1.119, -0.981, -0.807], [2.044, 0.237, -0.012], [-0.218, -1.426, 1.036], [1.230, -1.203, 1.825], [-1.327, 0.157, 2.478]]
}